# 1
Density functional theory data (ωB97M-V with the def2-TZVPD basis set) for C56H59BGe2N6O2RuS2 as an isolated structure at a distorted geometry.

Calculated values
**Orbital gap (spin up / spin down)**: 0.1705 / 0.1705 hartree
**Energy relative to the best compared isomer or geometry (same formula, charge and spin)**: 0.0 kcal per mole

```
! wB97M-V def2-TZVPD RIJCOSX def2/J DEFGRID3
* xyz -2 1
Ru 0.325 -1.491 -0.226
N 1.469 -2.217 1.813
C 1.316 -2.095 3.271
C -0.111 -2.398 3.725
C -0.969 -1.150 3.919
C -1.122 -0.299 2.662
N -1.399 -1.133 1.495
H 1.181 -3.150 1.541
H 2.436 -2.112 1.518
H 1.581 -1.082 3.570
H 2.011 -2.776 3.780
H -0.088 -2.962 4.661
H -0.578 -3.044 2.980
H -0.542 -0.522 4.709
H -1.959 -1.469 4.268
H -0.210 0.263 2.449
H -1.910 0.444 2.830
H -1.665 -0.542 0.697
H -2.174 -1.762 1.670
C 3.387 0.460 2.433
N 4.133 0.101 1.250
C 5.455 -0.287 1.229
C 5.777 -0.459 -0.070
N 4.674 -0.175 -0.843
B 4.779 -0.417 -2.403
N 3.409 -0.302 -3.105
C 3.068 0.684 -4.001
C 1.774 0.515 -4.341
N 1.325 -0.597 -3.663
C -0.053 -1.054 -3.710
C 2.319 -1.057 -2.871
S 2.249 -2.392 -1.789
C 3.654 0.160 -0.032
S 2.082 0.705 -0.403
H 3.590 -0.266 3.221
H 2.330 0.465 2.176
H 3.661 1.457 2.778
H 6.034 -0.405 2.127
H 6.704 -0.761 -0.523
H 5.504 0.443 -2.864
H 5.238 -1.528 -2.554
H 3.775 1.435 -4.302
H 1.126 1.082 -4.983
H -0.737 -0.213 -3.603
H -0.236 -1.739 -2.886
H -0.240 -1.578 -4.651
O -2.358 0.985 -2.609
C -2.171 0.674 -1.428
O -1.428 -0.300 -1.034
C -2.961 1.387 -0.349
C -2.329 2.279 0.574
C -3.215 2.923 1.487
C -4.580 2.725 1.476
C -5.171 1.858 0.556
C -4.335 1.207 -0.347
H -0.339 1.772 0.023
H -2.775 3.578 2.232
H -5.198 3.239 2.208
H -6.244 1.710 0.529
H -4.764 0.544 -1.093
C -0.926 2.481 0.591
Ge -0.076 4.165 0.522
C 1.555 4.419 1.628
C 2.862 4.475 1.144
C 3.939 4.723 1.989
C 3.732 4.908 3.348
C 2.443 4.821 3.858
C 1.374 4.575 3.005
C -1.202 5.739 1.013
C -0.744 6.797 1.798
C -1.543 7.904 2.066
C -2.819 7.987 1.531
C -3.285 6.958 0.723
C -2.487 5.851 0.474
C 0.269 4.487 -1.426
C 1.454 4.889 -2.044
C 1.595 4.879 -3.427
C 0.543 4.468 -4.231
C -0.653 4.079 -3.641
C -0.781 4.089 -2.260
H 3.054 4.285 0.098
H 4.944 4.759 1.584
H 4.568 5.112 4.008
H 2.271 4.943 4.921
H 0.373 4.505 3.417
H 0.259 6.769 2.206
H -1.163 8.705 2.693
H -3.443 8.851 1.734
H -4.276 7.015 0.287
H -2.878 5.050 -0.143
H 2.290 5.233 -1.450
H 2.538 5.178 -3.874
H 0.658 4.436 -5.309
H -1.478 3.725 -4.247
H -1.703 3.723 -1.823
C -1.323 -6.102 3.590
C -2.407 -5.657 2.846
C -2.211 -5.048 1.611
C -0.932 -4.859 1.085
C 0.143 -5.327 1.852
C -0.040 -5.942 3.083
Ge -0.580 -3.807 -0.595
C -2.401 -3.746 -1.434
C -2.798 -4.522 -2.523
C -4.049 -4.361 -3.111
C -4.936 -3.415 -2.619
C -4.561 -2.626 -1.539
C -3.309 -2.791 -0.965
C 0.242 -5.237 -1.732
C 0.559 -6.512 -1.264
C 1.142 -7.469 -2.090
C 1.421 -7.170 -3.414
C 1.106 -5.909 -3.906
C 0.530 -4.962 -3.074
H -1.476 -6.572 4.554
H -3.412 -5.783 3.232
H -3.070 -4.707 1.043
H 1.155 -5.229 1.465
H 0.815 -6.288 3.653
H -2.123 -5.271 -2.921
H -4.328 -4.972 -3.963
H -5.906 -3.283 -3.083
H -5.234 -1.865 -1.162
H -3.014 -2.137 -0.157
H 0.333 -6.775 -0.238
H 1.381 -8.450 -1.693
H 1.882 -7.910 -4.058
H 1.328 -5.659 -4.937
H 0.299 -3.982 -3.472
*
```

# 2
Density functional theory data (ωB97M-V with the def2-TZVPD basis set) for a 3-piece molecular cluster, C56H60F4N4O9P overall at a distorted geometry.

Calculated values
**Orbital gap**: 0.3183 hartree

```
! wB97M-V def2-TZVPD RIJCOSX def2/J DEFGRID3
* xyz 1 1
C -1.914 -2.005 3.404
C -1.081 -2.412 2.624
C -0.196 -2.753 1.440
C 0.553 -1.449 1.034
C 0.816 -1.124 -0.463
C -0.163 -1.683 -1.526
C -0.030 -3.236 -1.902
F -0.055 -3.436 -3.261
F -1.062 -3.984 -1.434
C 1.290 -3.904 -1.400
F 2.319 -3.735 -2.279
F 1.056 -5.257 -1.378
C -1.592 -1.171 -1.139
C -1.750 0.225 -0.405
O -3.035 0.753 -0.725
C -3.548 1.563 0.340
C -4.750 0.916 1.100
C -4.558 0.897 2.666
N -2.260 -0.935 -2.410
C -3.448 -1.708 -2.822
C -3.864 -2.914 -2.006
C -4.340 -2.918 -0.680
C -4.731 -4.114 -0.056
C -4.671 -5.353 -0.710
C -4.197 -5.375 -2.038
C -4.071 -6.669 -2.868
C -3.828 -4.174 -2.653
C -1.297 -0.583 -3.378
N -1.606 0.069 -4.470
C -2.967 0.601 -4.756
C -3.387 1.632 -3.636
C -0.618 0.300 -5.543
C -0.643 -0.952 -6.503
O -1.158 -0.516 -7.776
C 0.739 -1.603 -6.750
N 0.567 -2.639 -7.827
N -0.114 -1.097 -2.910
C 1.225 -0.650 -3.289
P 1.675 1.123 -3.029
O 2.336 1.658 -4.231
O 0.364 2.069 -2.754
O 2.771 1.246 -1.827
H -2.827 -1.549 3.768
H -0.871 -3.212 0.702
H 0.523 -3.515 1.794
H 1.533 -1.446 1.555
H 0.018 -0.593 1.485
H 0.872 -0.020 -0.539
H 1.855 -1.441 -0.702
H 1.589 -3.643 -0.371
H -2.005 -1.867 -0.395
H -0.959 0.962 -0.648
H -1.806 0.001 0.682
H -2.788 1.853 1.090
H -3.908 2.505 -0.122
H -5.630 1.571 0.931
H -5.036 -0.079 0.723
H -3.493 0.877 2.959
H -5.018 -0.052 3.016
H -5.111 1.711 3.160
H -3.305 -2.030 -3.875
H -4.314 -1.006 -2.869
H -4.399 -1.962 -0.146
H -5.127 -4.089 0.966
H -4.977 -6.307 -0.267
H -3.128 -6.646 -3.449
H -4.140 -7.575 -2.248
H -4.874 -6.634 -3.634
H -3.475 -4.212 -3.698
H -3.706 -0.213 -4.853
H -3.006 1.159 -5.699
H -2.533 1.789 -2.952
H -4.255 1.288 -3.055
H -3.566 2.617 -4.106
H 0.389 0.621 -5.250
H -0.983 1.118 -6.194
H -1.390 -1.681 -6.114
H -1.662 -1.241 -8.168
H 1.002 -2.196 -5.839
H 1.543 -0.895 -7.009
H 1.118 -3.448 -7.534
H -0.391 -2.975 -7.691
H 1.344 -0.819 -4.376
H 2.042 -1.267 -2.865
H 0.373 2.411 -1.843
H 3.519 1.741 -2.208
C -1.339 -1.853 12.234
C -0.528 -2.913 12.630
C 0.403 -3.442 11.751
C 0.520 -2.922 10.467
C -0.311 -1.875 10.062
C -1.231 -1.336 10.953
C -0.233 -1.339 8.678
O -0.951 -0.425 8.323
C 0.737 -1.950 7.731
C 0.789 -1.504 6.416
C 1.687 -2.053 5.531
C 2.560 -3.056 5.943
C 2.517 -3.510 7.252
C 1.599 -2.966 8.148
C 1.535 -3.488 9.539
O 2.293 -4.362 9.906
H -2.060 -1.435 12.926
H -0.622 -3.324 13.627
H 1.036 -4.263 12.063
H -1.867 -0.515 10.647
H 0.119 -0.723 6.077
H 1.710 -1.697 4.508
H 3.269 -3.484 5.245
H 3.192 -4.292 7.576
C 7.993 9.201 -0.542
C 7.729 8.373 0.544
C 6.703 7.444 0.477
C 5.929 7.347 -0.674
C 6.180 8.194 -1.756
C 7.221 9.113 -1.690
C 5.332 8.137 -2.976
O 5.550 8.869 -3.918
C 4.203 7.169 -3.015
C 3.363 7.139 -4.124
C 2.317 6.232 -4.177
C 2.110 5.345 -3.125
C 2.940 5.375 -2.017
C 3.982 6.292 -1.953
C 4.844 6.335 -0.742
O 4.658 5.559 0.176
H 8.801 9.920 -0.491
H 8.326 8.453 1.444
H 6.502 6.798 1.322
H 7.426 9.762 -2.531
H 3.524 7.826 -4.945
H 1.661 6.214 -5.039
H 1.296 4.631 -3.170
H 2.774 4.687 -1.197
*
```

# 3
Density functional theory data (ωB97M-V with the def2-TZVPD basis set) for C56H63BaClN6O5PS as an isolated structure at a distorted geometry.

Calculated values
**Orbital gap**: 0.2187 hartree

```
! wB97M-V def2-TZVPD RIJCOSX def2/J DEFGRID3
* xyz 1 1
Ba -1.613 0.160 0.567
S -4.594 4.734 7.348
N -4.697 5.068 5.753
C -4.243 3.942 5.131
C -3.960 3.722 3.726
C -4.237 4.784 2.878
C -4.064 4.655 1.512
C -3.458 3.508 1.053
N -3.073 2.446 1.809
C -3.404 2.509 3.174
C -3.266 1.375 4.060
N -2.898 0.165 3.564
C -2.985 -0.875 4.387
C -3.515 -0.851 5.664
C -3.860 0.382 6.254
C -3.737 1.516 5.479
C -4.045 2.876 6.054
N -4.095 3.154 7.334
H -4.552 5.727 3.363
H -4.325 5.411 0.795
H -3.299 3.340 -0.018
H -2.618 -1.813 3.979
H -3.671 -1.794 6.147
H -4.141 0.505 7.304
Cl -1.480 2.522 -2.225
C -1.218 4.257 -2.486
C -2.176 4.956 -3.208
C -1.981 6.336 -3.448
C -0.793 6.920 -2.998
C 0.186 6.188 -2.317
C -0.144 4.861 -1.881
P 0.955 3.734 -0.939
C 1.956 4.895 -0.030
C 3.281 4.595 0.296
C 3.991 5.467 1.121
C 3.402 6.599 1.678
C 2.043 6.847 1.421
C 1.301 5.970 0.631
C 2.034 3.301 -2.379
C 1.967 1.986 -2.937
C 3.007 1.588 -3.790
C 3.850 2.570 -4.349
C 3.777 3.865 -3.975
C 2.944 4.250 -2.878
H -3.012 4.367 -3.593
H -2.770 6.955 -3.901
H -0.571 7.943 -3.197
H 1.117 6.663 -2.003
H 3.678 3.613 0.019
H 5.044 5.237 1.241
H 4.018 7.160 2.401
H 1.497 7.778 1.756
H 0.235 6.072 0.406
H 1.159 1.322 -2.773
H 2.946 0.623 -4.133
H 4.469 2.250 -5.160
H 4.274 4.695 -4.539
H 2.988 5.261 -2.530
C -0.431 -6.400 -0.354
C -0.141 -5.911 -1.749
C -0.924 -6.379 -2.842
C -0.487 -6.193 -4.145
C 0.484 -5.209 -4.392
C 1.140 -4.570 -3.400
C 2.296 -3.606 -3.699
C 1.001 -5.075 -2.078
N 1.844 -4.750 -1.092
C 2.850 -5.379 -0.604
C 3.065 -6.868 -0.811
C 3.895 -4.576 0.125
C 5.177 -5.331 0.375
N 3.614 -3.310 0.326
C 4.506 -2.440 0.910
C 5.373 -1.652 0.089
C 5.109 -1.493 -1.369
C 6.517 -1.177 0.740
C 6.758 -1.260 2.103
C 5.804 -1.916 2.917
C 4.607 -2.427 2.342
C 3.415 -2.864 3.150
H -1.249 -5.840 0.096
H 0.446 -6.289 0.303
H -0.684 -7.482 -0.408
H -1.870 -6.967 -2.731
H -1.058 -6.658 -4.974
H 0.702 -4.850 -5.394
H 2.229 -2.650 -3.165
H 2.276 -3.380 -4.784
H 3.276 -4.085 -3.536
H 2.282 -7.328 -1.431
H 3.149 -7.400 0.132
H 3.968 -7.036 -1.401
H 4.962 -6.294 0.882
H 5.962 -4.802 0.902
H 5.578 -5.764 -0.575
H 5.991 -1.831 -1.969
H 4.991 -0.377 -1.490
H 4.159 -1.901 -1.698
H 7.184 -0.609 0.055
H 7.702 -0.849 2.510
H 5.922 -1.995 4.002
H 3.722 -3.512 4.024
H 2.662 -3.373 2.532
H 2.924 -1.989 3.580
O -2.249 -2.752 -1.832
H -2.618 -2.941 -2.723
H -2.922 -1.950 -1.480
O -0.054 1.539 2.285
H -0.532 2.314 2.647
H 0.771 1.475 2.811
O 1.530 -1.542 0.377
H 2.172 -2.300 0.288
H 2.059 -0.763 0.631
O -1.614 -2.732 1.255
H -2.098 -3.314 1.869
H -1.755 -3.166 0.346
O -0.271 -0.803 -1.502
H 0.485 -1.345 -1.108
H -0.772 -1.439 -2.011
C -6.416 0.178 0.782
C -6.342 -0.342 -0.640
C -6.562 0.768 -1.728
C -7.205 -1.588 -1.050
C -4.885 -0.636 -0.889
C -3.784 -1.155 -1.113
H -7.447 0.371 1.174
H -5.915 1.183 0.905
H -5.939 -0.565 1.428
H -7.618 0.834 -2.000
H -6.028 0.519 -2.653
H -6.146 1.712 -1.317
H -8.140 -1.354 -1.573
H -7.540 -2.207 -0.163
H -6.483 -2.244 -1.635
*
```

Quick rundown of E_tot, same order as above: -210029.1523; -103584.9994; -111605.6982 eV